Density functional theory data (the ωB97M-V functional and the def2-TZVPD basis) for C18H18Co2NO6 as an isolated structure.

Element x y z (Å)
1 C -3.3059 -1.0309 1.8284
2 C -3.3732 0.4902 1.5844
3 C -1.9213 1.0350 1.2372
4 C -1.0678 -0.1325 1.5636
5 N 0.2281 -0.1657 1.7920
6 C 1.0213 -1.3876 2.0787
7 C 2.4807 -0.9592 2.0831
8 C 2.5162 0.5308 1.8332
9 C 1.0553 1.0130 1.6694
10 C -1.8141 -1.3921 1.8529
11 H -3.8827 -1.3890 2.6961
12 H -3.7447 -1.5476 0.9646
13 H -4.1297 0.6431 0.7839
14 H -3.7991 0.9698 2.4571
15 H -1.6495 1.8988 1.9018
16 H 0.7346 -1.8498 3.0337
17 H 0.8200 -2.1509 1.3179
18 H 2.9309 -1.2133 3.0311
19 H 3.0270 -1.5047 1.3276
20 H 2.9748 1.0597 2.6679
21 H 3.0852 0.7763 0.9369
22 H 0.8914 1.5053 0.6948
23 H 0.8124 1.7666 2.4425
24 H -1.5411 -1.8924 2.7944
25 H -1.6059 -2.1289 1.0633
26 O 1.7651 2.7882 -4.0691
27 C 1.1020 3.6562 -3.7000
28 Co 0.0160 4.8928 -3.1514
29 C 1.0141 5.6173 -1.8548
30 O 1.6708 6.1528 -1.0158
31 C 0.3069 5.8251 -4.6593
32 O 0.4545 6.4238 -5.6261
33 C -1.0790 3.3663 -2.3462
34 C -1.4337 3.0080 -1.1148
35 C -1.9501 1.9026 -0.3167
36 Co -2.0395 4.7367 -1.5905
37 C -1.4071 5.4421 -0.1392
38 O -0.9756 5.9161 0.8453
39 C -3.7577 5.1474 -1.4758
40 O -4.8808 5.4907 -1.4075
41 C -1.6664 6.2416 -2.7046
42 O -1.9252 7.3320 -3.0746
43 H -1.3784 2.8201 -3.2580
44 H -2.9120 2.3291 0.0971
45 H -2.1607 0.9315 -0.9825

Computed properties:
Orbital gap (eV): 4.141
ΔE to the lowest compared entry with this formula, charge and spin (kcal per mole): 88.4
Highest occupied orbital energy (eV): -1.779
LUMO (eV): 2.36
Strongest force on any atom (Eh/bohr): 0.0985
Charge: -1
Energy (hartree): -3968.2153

natural (NBO) atomic charges, in units of e: C -0.4005; C -0.4072; C -0.2780; C 0.2319; N -0.3720; C -0.2015; C -0.4182; C -0.4108; C -0.2170; C -0.4401; H 0.2011; H 0.1938; H 0.2030; H 0.2044; H 0.2361; H 0.1840; H 0.1964; H 0.2052; H 0.2109; H 0.2082; H 0.2186; H 0.2319; H 0.1893; H 0.2081; H 0.1930; O -0.5585; C 0.5716; Co -0.0888; C 0.4733; O -0.5712; C 0.5188; O -0.5409; C -0.4765; C -0.1850; C -0.4753; Co -0.0741; C 0.5058; O -0.5798; C 0.4913; O -0.5833; C 0.4105; O -0.5896; H 0.1832; H 0.2171; H 0.1810